No. 1
Here is a structure of composition C27H20ClIMoN9OSe3 from the Open Molecules 2025 dataset. Energies are from ωB97M-V/def2-TZVPD.

Properties
- M (Da) = 981.70
- multiplicity = 1
- DFT total energy (Ha) = -9639.31473
- E_LUMO (spin up / spin down) (eV) = -3.51 / -3.43
- gap between HOMO and LUMO (spin up / spin down) (eV) = 6.354 / 6.462
- charge = +1
- maximum force (eV/Å) = 0.69

CARTESIAN COORDINATES (ANGSTROEM)
Mo 0.21423 -0.04444 -0.27071
Se 3.51299 -1.58678 1.15863
Se 3.50336 -0.09189 2.94728
C 3.37166 1.57553 1.98090
C 4.46318 2.01923 1.24373
C 4.35182 3.22557 0.57467
C 3.17236 3.94524 0.69264
C 2.15829 3.42598 1.48120
N 2.24398 2.25543 2.11583
C 1.80295 -2.39524 1.49023
C 1.84260 -3.60095 2.17858
C 0.66840 -4.22552 2.55991
C -0.52543 -3.59811 2.26751
C -0.49329 -2.40881 1.56350
N 0.64133 -1.81422 1.14161
H 5.37081 1.43342 1.19750
H 5.17471 3.60132 -0.01928
H 3.04047 4.89617 0.19498
H 1.23134 3.97496 1.61295
H 2.80360 -4.02488 2.42873
H 0.69460 -5.16416 3.09775
H -1.47928 -4.01133 2.56357
H -1.41157 -1.90381 1.30206
Cl -2.77328 -5.52373 -3.58730
C -2.46998 -4.08730 -2.66756
C -3.49812 -3.46373 -2.02454
C -3.27437 -2.31137 -1.24003
I -4.84946 -1.42812 -0.22812
C -2.01352 -1.77990 -1.11908
O -1.70662 -0.74026 -0.36697
C -0.95280 -2.40819 -1.83138
N 0.26962 -1.80755 -1.70379
C 1.31485 -2.39786 -2.24642
C 1.21515 -3.59661 -2.97327
C -0.00675 -4.17692 -3.15734
C -1.14759 -3.58153 -2.57893
H -4.49855 -3.86633 -2.10421
H 2.26264 -1.88900 -2.13526
H 2.11122 -4.03108 -3.39307
H -0.11441 -5.08936 -3.72778
N -0.94580 0.97915 -3.28845
C -1.28441 1.89293 -2.37800
N -1.99475 2.94525 -2.76624
C -2.31479 3.80721 -1.80630
N -2.99850 4.90124 -2.14746
N -2.00268 3.66890 -0.49170
C -1.31249 2.59432 -0.21465
N -0.89324 1.68166 -1.09576
C -0.96215 2.34018 1.21451
C -1.34330 3.21009 2.21374
C -1.02803 2.88727 3.52784
C -0.34422 1.71685 3.79067
C 0.01413 0.90235 2.73108
N -0.29166 1.20420 1.47067
H -1.13350 1.19417 -4.25294
H -0.22254 0.31565 -3.05192
H -3.27162 5.03684 -3.10430
H -3.27719 5.55365 -1.43747
H -1.88020 4.10885 1.94914
H -1.31649 3.54995 4.33326
H -0.06924 1.43186 4.79579
H 0.59012 0.00092 2.88450
Se 2.06138 0.77263 -1.29472

=====

No. 2
Here is a cluster of 2 separate species, C12H12BrO4P in total from the Open Molecules 2025 dataset. Energies are from ωB97M-V/def2-TZVPD.

Properties
- M (Da) = 331.10
- multiplicity = 1
- DFT total energy (Ha) = -3680.71826
- E_LUMO (eV) = -1.01
- gap between HOMO and LUMO (eV) = 6.994
- charge = 0
- maximum force (eV/Å) = 2.76

CARTESIAN COORDINATES (ANGSTROEM)
C 3.02976 0.62329 -0.26146
P 2.06861 1.34198 -1.72896
O 2.51049 0.39372 -3.06400
C 0.25556 1.01069 -1.31054
C -0.40726 -0.20414 -1.81694
C -1.78082 -0.45012 -1.44749
C -2.47615 0.51749 -0.58016
C -1.84243 1.72611 -0.11527
C -0.46304 1.99018 -0.47626
Br 0.53295 3.56292 0.07525
C -3.94623 0.16825 -0.17966
O -4.80576 0.99877 -0.05120
C -4.20844 -1.36364 -0.00096
C -3.56320 -2.25754 -0.78887
C -2.59258 -1.71360 -1.88702
O -2.49718 -2.19078 -2.98574
H 3.47321 -0.37054 -0.52956
H 2.25402 0.46928 0.53913
H 3.82312 1.34055 0.07192
H 1.74725 0.30789 -3.66173
H 0.12594 -0.92548 -2.46979
H -2.41986 2.43323 0.51322
H -4.89761 -1.69256 0.80850
H -3.74764 -3.34926 -0.64475
C 3.66894 -0.33925 3.70973
O 2.41359 -0.26902 3.04441
H 4.42099 0.13881 3.08432
H 3.61261 0.18293 4.66812
H 3.94674 -1.38364 3.87260
H 1.76441 -0.69653 3.61314

=====

No. 3
Here is a structure of composition C28H26BrCrN5O4PS2 from the Open Molecules 2025 dataset. Energies are from ωB97M-V/def2-TZVPD.

Properties
- M (Da) = 723.56
- multiplicity = 5
- DFT total energy (Ha) = -6413.73231
- E_LUMO (spin up / spin down) (eV) = 2.35 / 2.33
- gap between HOMO and LUMO (spin up / spin down) (eV) = 3.985 / 6.858
- charge = -1
- maximum force (eV/Å) = 0.78

CARTESIAN COORDINATES (ANGSTROEM)
Cr 1.06956 0.25065 -1.32509
O -2.48923 2.22057 -1.30535
C -1.77460 1.39603 -0.74868
O -0.48322 1.41255 -0.77008
C -2.47242 0.25381 0.01689
P -1.29284 -0.55115 1.15223
C -2.18745 -2.03723 1.71236
C -3.45176 -2.45040 1.30493
C -3.97955 -3.65838 1.74936
C -3.25703 -4.46110 2.61553
C -1.99496 -4.05449 3.03773
C -1.46120 -2.86140 2.58456
C -1.42254 0.54045 2.61641
C -0.48047 1.56309 2.71420
C -0.50875 2.45108 3.78061
C -1.46914 2.31123 4.77035
C -2.40364 1.28566 4.69000
C -2.38506 0.40679 3.61853
H -2.80575 -0.48058 -0.72405
H -3.37131 0.66145 0.47945
H -4.04119 -1.82539 0.64535
H -4.96527 -3.96430 1.41911
H -3.67022 -5.40081 2.96088
H -1.41635 -4.67615 3.71092
H -0.46654 -2.55844 2.89505
H 0.28316 1.65788 1.95208
H 0.23194 3.23949 3.83374
H -1.48847 2.99521 5.61044
H -3.15084 1.17428 5.46686
H -3.11359 -0.39389 3.56036
N 1.81036 3.59261 -0.79334
C 2.23821 2.71531 0.15631
N 2.15430 1.41848 0.05747
C 2.62068 0.76691 1.21133
C 3.17652 1.61714 2.14206
S 2.99683 3.27240 1.62417
C 2.35952 -0.62032 1.29065
C 2.64014 -1.54441 2.30331
S 2.26338 -3.14643 1.73684
C 1.61118 -2.45872 0.27735
N 1.71537 -1.17155 0.19627
N 1.02455 -3.26056 -0.72572
H 1.10185 3.21659 -1.41323
H 1.63856 4.53143 -0.47687
H 3.51251 1.37812 3.13593
H 3.21353 -1.39258 3.20158
H 0.75346 -4.15970 -0.34789
H 1.68744 -3.42678 -1.48279
N -0.18153 -1.05574 -2.36000
C 0.54482 -1.52630 -3.55612
C 2.03611 -1.67671 -3.19607
O 2.69167 -2.55329 -3.74565
O 2.44353 -0.85492 -2.30394
H -0.35136 -1.84753 -1.73872
H -1.05839 -0.61324 -2.61214
H 0.46703 -0.76384 -4.33075
H 0.15924 -2.46979 -3.93951
Br 1.64409 4.20994 -6.83515
C 1.47084 3.11962 -5.27591
C 2.59939 2.53765 -4.72465
C 2.46078 1.73842 -3.59884
C 1.22425 1.51067 -2.98324
C 0.11801 2.13456 -3.57233
C 0.22419 2.92588 -4.71431
H 3.57114 2.70423 -5.17184
H 3.35130 1.27068 -3.19196
H -0.86366 2.04383 -3.11767
H -0.65111 3.39141 -5.14930

=====

No. 4
Here is a cluster of 2 separate species, CH6N5O3 in total from the Open Molecules 2025 dataset. Energies are from ωB97M-V/def2-TZVPD.

Properties
- M (Da) = 136.09
- multiplicity = 1
- DFT total energy (Ha) = -540.68374
- E_LUMO (eV) = -4.48
- gap between HOMO and LUMO (eV) = 8.895
- charge = +1
- maximum force (eV/Å) = 4.08

CARTESIAN COORDINATES (ANGSTROEM)
C 0.31425 1.23151 -0.42806
N -0.18614 2.33274 -0.05331
N 1.65977 0.70098 0.07992
N -0.27852 0.23589 -1.10973
N -0.72434 -1.57511 1.21593
N -0.70452 -0.02974 -2.20638
O -1.26287 -2.78110 1.53888
O 0.45854 -1.41604 1.34755
O -1.47289 -0.78246 0.77302
H -1.05667 2.67708 -0.51195
H 2.39269 0.97987 -0.54268
H 1.88849 1.18948 0.94882
H 1.55483 -0.38569 0.27232
H -0.41489 0.57186 -3.13613
H -2.16772 -2.94928 1.81180

=====

No. 5
Here is a cluster of 2 separate species, BH4NO in total from the Open Molecules 2025 dataset. Energies are from ωB97M-V/def2-TZVPD.

Properties
- M (Da) = 44.85
- multiplicity = 1
- DFT total energy (Ha) = -157.19674
- E_LUMO (eV) = 0.23
- gap between HOMO and LUMO (eV) = 8.954
- charge = 0
- maximum force (eV/Å) = 4.64

CARTESIAN COORDINATES (ANGSTROEM)
B -0.46175 -0.53840 -0.21446
N 1.64964 0.17776 -0.19275
O -1.30164 0.44675 -0.12883
H -0.59028 -1.69255 -0.24863
H 1.75258 0.30027 0.80954
H 1.48865 1.10025 -0.58771
H -2.25040 0.29643 -0.09942